{
  "formula": "C6H16FLi2NO2",
  "method": "ωB97M-V/def2-TZVPD",
  "gap_ha": 0.173,
  "largest_force_ev_per_a": 3.21,
  "e_homo_ev": -5.8,
  "energy_ha": -558.20604,
  "elements": ["Li", "Li", "F", "C", "C", "O", "H", "H", "H", "H", "H", "C", "C", "C", "O", "C", "N", "H", "H", "H", "H", "H", "H", "H", "H", "H", "H", "H"],
  "coordinates": [[2.2463, -1.0513, 0.4418], [4.2918, -1.7409, -2.8688], [4.4048, -2.9321, -0.2282], [1.3881, 2.8173, -4.6713], [1.2142, 2.2206, -3.3430], [1.9290, 1.1391, -2.8341], [2.1866, 3.5582, -4.7118], [0.4918, 3.4138, -4.8415], [1.6558, 2.0475, -5.3951], [0.1535, 1.9713, -3.3161], [1.3807, 3.0158, -2.6163], [-2.8300, -2.1876, 1.9687], [-1.5218, -1.4028, 1.7196], [-1.0386, -0.5783, 2.9244], [0.2074, 0.1656, 2.6719], [0.0359, 1.4504, 2.0501], [-0.5859, -2.3204, 1.1019], [-3.1626, -2.9390, 1.2525], [-3.6146, -1.4544, 2.1556], [-2.7128, -2.6611, 2.9435], [-1.7000, -0.6740, 0.9290], [-0.8340, -1.3413, 3.6755], [-1.8669, -0.0250, 3.3671], [-0.6333, 1.5001, 1.1911], [0.9410, 1.8668, 1.6078], [-0.5473, 2.0559, 2.7438], [-0.3680, -3.1093, 1.6937], [-1.1110, -2.8049, 0.3881]],
  "forces_ev_per_a": [[0.1, -0.6, -0.2], [-0.3, 0.0, 0.9], [-0.9, 1.3, -1.0], [1.3, 0.7, -1.1], [-0.1, -1.3, 2.9], [0.8, -0.6, -0.8], [0.4, -0.1, 0.1], [-0.2, -0.3, -0.7], [-0.6, 0.0, -0.5], [-0.7, -0.1, 0.3], [-0.4, 0.8, 0.3], [0.0, 1.5, 1.8], [-1.2, 0.3, -1.5], [1.2, -1.3, -0.4], [-1.1, -0.6, -0.5], [-1.7, -0.2, -0.1], [1.6, -0.3, -0.1], [0.4, 0.3, -0.2], [-0.4, -0.1, -0.3], [0.0, -0.5, 0.1], [-0.3, 0.2, -0.2], [0.7, 0.2, 0.4], [0.1, 0.7, -0.4], [-0.2, -1.0, -0.4], [0.3, -0.1, 1.0], [0.8, 0.7, 0.3], [0.3, 0.0, 0.7], [0.1, 0.3, -0.6]]
}